C35H52GdN11O7SSi | ωB97M-V/def2-TZVPD

Strongest force on any atom   3.5 eV/A
Orbital gap (alpha / beta)   7.2351 / 6.9869 eV
Energy   -107413.3323 eV
E_LUMO (alpha / beta)   0.4 / 0.2 eV
HOMO level (alpha / beta)   -6.87 / -6.82 eV
Energy relative to the best compared isomer or geometry (same formula, charge and spin)   0.0 kJ/mol

ORCA input file:
```
! wB97M-V def2-TZVPD RIJCOSX def2/J DEFGRID3
* xyz 0 8
Gd 1.871 -13.293 17.876
N 1.599 -14.244 15.615
C 2.348 -15.432 15.244
C 3.675 -15.396 15.992
O 4.709 -16.004 15.676
N 3.640 -14.583 17.081
C 4.874 -14.583 17.839
C 4.762 -13.983 19.227
O 5.589 -14.144 20.115
O 3.640 -13.347 19.429
H 0.737 -14.214 15.164
H 2.173 -13.485 15.270
H 2.513 -15.416 14.142
H 1.788 -16.375 15.517
H 5.680 -14.028 17.323
H 5.184 -15.603 18.017
N 0.609 -10.513 21.178
C 1.906 -10.096 21.262
C 2.405 -10.287 20.016
N 1.454 -10.936 19.233
C 0.412 -11.106 19.986
C -0.826 -11.675 19.488
N -0.885 -12.183 18.253
C -2.138 -12.742 18.213
C -2.824 -12.579 19.394
N -1.974 -11.810 20.215
H 0.074 -10.716 22.021
H 2.418 -9.715 22.155
H 3.417 -10.151 19.765
H -2.416 -13.368 17.426
H -3.846 -12.860 19.704
H -1.985 -11.840 21.226
C 1.723 -16.726 19.887
Si 0.398 -15.807 18.928
C -0.279 -17.020 17.766
C -0.970 -15.541 20.244
C -2.211 -16.072 20.108
C -3.178 -15.822 21.034
C -2.863 -15.058 22.163
C -1.585 -14.565 22.352
C -0.661 -14.832 21.399
H 1.417 -17.704 20.269
H 2.068 -16.149 20.709
H 2.670 -16.841 19.385
H -1.056 -17.591 18.271
H 0.470 -17.668 17.325
H -0.783 -16.593 16.939
H -2.430 -16.644 19.213
H -4.189 -16.168 20.913
H -3.701 -14.866 22.833
H -1.339 -13.846 23.162
H 0.312 -14.311 21.490
O 2.954 -13.115 13.231
C 4.238 -13.664 12.933
N 5.161 -13.488 14.035
C 5.201 -12.208 14.559
O 4.551 -11.285 14.136
C 6.029 -11.938 15.757
C 7.321 -12.480 15.921
C 7.993 -12.185 17.033
C 7.351 -11.350 18.002
N 6.143 -10.845 17.880
C 5.529 -11.176 16.777
H 3.093 -12.172 13.264
H 4.650 -13.197 12.042
H 4.110 -14.698 12.727
H 5.383 -14.285 14.635
H 7.557 -13.188 15.154
H 8.971 -12.578 17.364
H 7.980 -11.073 18.839
H 4.579 -10.718 16.686
C 1.675 -8.683 12.693
C 1.946 -7.927 13.996
C 2.228 -8.913 15.150
S 1.087 -10.335 15.146
O 1.670 -11.212 16.198
C -0.454 -9.588 15.866
C -0.280 -8.722 17.050
C -1.512 -8.611 17.854
H 1.828 -8.253 11.722
H 0.634 -9.110 12.713
H 2.239 -9.624 12.638
H 1.039 -7.359 14.275
H 2.648 -7.078 13.942
H 2.032 -8.528 16.171
H 3.191 -9.367 14.920
H -0.909 -10.543 16.225
H -1.009 -9.167 14.963
H 0.033 -7.711 16.743
H 0.498 -9.123 17.718
H -2.434 -8.590 17.232
H -1.510 -7.590 18.471
H -1.602 -9.441 18.575
C 3.843 -13.880 25.566
N 2.803 -13.350 24.750
C 1.549 -12.754 25.237
C 0.823 -12.420 23.870
O -0.274 -11.882 23.783
N 1.615 -12.841 22.885
C 2.713 -13.386 23.390
N 3.682 -13.806 22.590
H 3.487 -14.344 26.505
H 4.636 -13.198 25.830
H 4.366 -14.676 25.019
H 1.752 -11.770 25.845
H 0.923 -13.306 25.942
H 3.737 -13.406 21.620
H 4.579 -14.016 23.012
*
```

Mulliken atomic charge list, values in e, 99 entries:
1 Gd -0.62
2 N 0.02
3 C -0.49
4 C -0.16
5 O -0.81
6 N 1.10
7 C -0.22
8 C 0.26
9 O -0.81
10 O -0.04
11 H 0.21
12 H -0.07
13 H 0.22
14 H 0.24
15 H -0.16
16 H 0.55
17 N 0.17
18 C -0.87
19 C -0.72
20 N 0.42
21 C 0.42
22 C -0.79
23 N 0.50
24 C -0.72
25 C -0.65
26 N 0.13
27 H 0.24
28 H 0.42
29 H 0.45
30 H 0.46
31 H 0.41
32 H 0.36
33 C -1.36
34 Si 1.07
35 C -1.61
36 C 0.34
37 C -0.11
38 C -0.94
39 C -0.60
40 C -0.52
41 C 0.46
42 H 0.42
43 H 0.23
44 H 0.37
45 H 0.56
46 H 0.39
47 H 0.40
48 H 0.17
49 H 0.42
50 H 0.35
51 H 0.21
52 H -0.14
53 O -0.46
54 C -0.86
55 N -0.04
56 C 0.05
57 O -0.64
58 C 0.41
59 C -0.42
60 C -0.39
61 C -0.41
62 N -0.48
63 C -0.43
64 H 0.24
65 H 0.28
66 H 0.50
67 H 0.44
68 H 0.48
69 H 0.37
70 H 0.34
71 H 0.96
72 C -0.92
73 C -0.46
74 C -0.63
75 S 0.12
76 O 0.06
77 C -0.39
78 C 0.05
79 C -1.07
80 H 0.40
81 H 0.26
82 H 0.08
83 H 0.23
84 H 0.43
85 H 0.50
86 H 0.41
87 H 0.07
88 H 0.46
89 H 0.35
90 H -0.23
91 H 0.32
92 H 0.29
93 H 0.14
94 C -1.08
95 N 0.16
96 C -0.67
97 C 0.16
98 O -0.76
99 N 0.41

C18H25N3O5S | ωB97M-V/def2-TZVPD

Strongest force on any atom   0.8 eV/A
SMILES string   CCOCCCn1c(=S)[nH]c2cc(C(=O)NCC(OC)OC)ccc2c1=O
Orbital gap   8.3299 eV
Energy   -44615.7341 eV
E_LUMO   -0.3 eV
HOMO level   -8.62 eV
Energy relative to the best compared isomer or geometry (same formula, charge and spin)   174.0 kJ/mol

ORCA input file:
```
! wB97M-V def2-TZVPD RIJCOSX def2/J DEFGRID3
* xyz 0 1
C -5.939 -2.760 0.070
C -7.133 -1.866 -0.251
O -7.158 -0.682 0.532
C -6.875 0.518 -0.138
C -5.402 0.713 -0.515
C -4.518 0.688 0.729
N -3.121 0.924 0.393
C -2.666 2.213 0.354
S -3.608 3.529 0.654
N -1.352 2.407 0.050
C -0.471 1.401 -0.244
C 0.864 1.657 -0.543
C 1.724 0.608 -0.830
C 1.247 -0.706 -0.846
C -0.077 -0.960 -0.561
C -0.946 0.084 -0.248
C -2.353 -0.188 0.063
O -2.842 -1.297 0.047
H -0.474 -1.964 -0.573
H 1.902 -1.520 -1.111
C 3.143 0.960 -1.154
O 3.440 2.015 -1.676
N 4.050 0.000 -0.847
H 3.779 -0.751 -0.231
C 5.467 0.235 -0.963
H 5.612 1.177 -1.495
H 5.945 -0.571 -1.526
C 6.114 0.336 0.430
O 5.819 -0.777 1.242
C 6.367 -2.010 0.807
H 7.390 -1.877 0.448
H 6.366 -2.664 1.677
H 5.761 -2.462 0.015
O 7.481 0.525 0.245
C 8.166 0.953 1.407
H 8.037 0.243 2.228
H 9.217 1.015 1.132
H 7.806 1.938 1.725
H 5.666 1.179 0.983
H 1.243 2.667 -0.561
H -1.041 3.370 0.030
H -4.835 1.462 1.430
H -4.585 -0.291 1.207
H -5.302 1.677 -1.017
H -5.083 -0.072 -1.203
H -7.176 1.305 0.559
H -7.488 0.603 -1.048
H -8.059 -2.407 -0.016
H -7.148 -1.615 -1.319
H -6.020 -3.687 -0.492
H -5.936 -2.994 1.131
H -4.996 -2.283 -0.179
*
```

Computed Mulliken charges, given in elementary charges:
1 C -0.92
2 C -0.34
3 O -0.41
4 C -0.87
5 C -0.07
6 C -1.58
7 N 0.18
8 C 0.23
9 S -0.35
10 N -0.06
11 C 0.17
12 C -0.95
13 C 0.73
14 C -0.69
15 C -0.89
16 C 0.50
17 C 0.74
18 O -0.69
19 H 0.48
20 H 0.53
21 C 0.21
22 O -0.66
23 N -0.06
24 H 0.34
25 C -1.19
26 H 0.43
27 H 0.30
28 C 0.42
29 O -0.43
30 C -0.70
31 H 0.31
32 H 0.26
33 H 0.27
34 O -0.38
35 C -0.72
36 H 0.31
37 H 0.27
38 H 0.30
39 H 0.36
40 H 0.46
41 H 0.31
42 H 0.58
43 H 0.34
44 H 0.41
45 H 0.25
46 H 0.40
47 H 0.41
48 H 0.36
49 H 0.31
50 H 0.43
51 H 0.25
52 H 0.13

C2H10F2Si3 | ωB97M-V/def2-TZVPD

Strongest force on any atom   4.2 eV/A
Orbital gap   8.7847 eV
Energy   -31305.0548 eV
E_LUMO   0.1 eV
HOMO level   -8.70 eV
Energy relative to the best compared isomer or geometry (same formula, charge and spin)   2.1 kJ/mol

ORCA input file:
```
! wB97M-V def2-TZVPD RIJCOSX def2/J DEFGRID3
* xyz 0 1
C -3.232 -0.578 0.910
C 2.410 1.722 -0.495
F 0.422 -2.112 1.152
F 0.865 -2.200 -1.243
Si -2.087 -0.235 -0.579
Si 2.583 0.031 0.326
Si 0.625 -1.073 -0.091
H -2.939 0.063 1.658
H -4.142 -0.105 0.741
H -3.263 -1.670 1.097
H 3.263 2.327 -0.470
H 1.956 1.680 -1.554
H 1.644 2.466 0.084
H -2.112 -1.073 -1.912
H -2.480 1.233 -0.814
H 2.906 0.249 1.668
H 3.580 -0.724 -0.479
*
```

Computed Mulliken charges, given in elementary charges:
1 C -1.03
2 C -0.98
3 F -0.30
4 F -0.28
5 Si 0.24
6 Si 0.32
7 Si 0.51
8 H 0.34
9 H 0.39
10 H 0.27
11 H 0.39
12 H 0.26
13 H 0.25
14 H -0.06
15 H -0.10
16 H -0.14
17 H -0.10

C2H12O5 | ωB97M-V/def2-TZVPD

Strongest force on any atom   5.0 eV/A
SMILES string   C=CO.O.O.O.O
Orbital gap   9.1281 eV
Energy   -12502.8795 eV
E_LUMO   0.3 eV
HOMO level   -8.80 eV
Energy relative to the best compared isomer or geometry (same formula, charge and spin)   318.7 kJ/mol

ORCA input file:
```
! wB97M-V def2-TZVPD RIJCOSX def2/J DEFGRID3
* xyz 0 1
C 1.665 0.061 -0.412
C 0.954 0.100 -1.627
O 1.177 0.784 -2.770
H 1.849 -0.943 -0.018
H 2.267 0.964 -0.107
H -0.017 -0.429 -1.588
H 0.826 0.661 -3.673
H -0.900 -2.513 1.459
H -0.777 -1.175 0.307
O -0.849 -2.147 0.541
H -2.683 -4.380 -1.891
H -1.941 -4.316 -0.529
O -2.457 -4.932 -1.082
H -1.304 2.077 0.270
H -0.330 1.197 -0.362
O -1.069 1.219 0.316
H 1.174 5.029 3.110
H 1.398 4.467 4.447
O 1.018 4.276 3.609
*
```

Computed Mulliken charges, given in elementary charges:
1 C -0.61
2 C -0.09
3 O -0.51
4 H 0.31
5 H 0.22
6 H 0.30
7 H 0.39
8 H 0.30
9 H 0.35
10 O -0.65
11 H 0.32
12 H 0.33
13 O -0.66
14 H 0.26
15 H 0.33
16 O -0.59
17 H 0.30
18 H 0.31
19 O -0.61

C11H12N5 | ωB97M-V/def2-TZVPD

Strongest force on any atom   4.6 eV/A
SMILES string   [H]\N=C1/C=CC=C/C1=C(N)/[NH+]=C/c1ncc[nH]1
Orbital gap (alpha / beta)   5.8482 / 4.9426 eV
Energy   -19043.1718 eV
E_LUMO (alpha / beta)   -5.0 / -5.4 eV
HOMO level (alpha / beta)   -10.87 / -10.32 eV

ORCA input file:
```
! wB97M-V def2-TZVPD RIJCOSX def2/J DEFGRID3
* xyz 1 1
C 3.126 -2.271 0.520
C 3.957 -1.085 0.741
C 1.757 -2.178 0.420
C 3.353 0.117 0.726
C -4.311 1.416 -1.600
C -3.863 2.658 -1.956
C 1.161 -0.934 0.556
C 1.916 0.302 0.585
C -2.273 1.532 -0.935
C -0.252 -1.046 0.615
C -1.128 1.133 -0.266
N -3.301 0.700 -1.018
N -2.675 2.767 -1.443
N 1.527 1.512 0.432
N -1.255 -0.162 0.247
N -0.854 -2.183 1.132
H 3.461 -3.279 0.683
H 4.975 -1.179 0.672
H 1.136 -2.977 0.341
H 4.033 0.979 0.614
H -5.209 0.849 -1.667
H -4.256 3.468 -2.532
H -0.143 1.564 -0.055
H -2.165 3.653 -1.464
H 2.328 2.075 0.557
H -2.215 -0.480 0.137
H -0.297 -2.861 1.684
H -1.884 -2.304 1.265
*
```

Computed Mulliken charges, given in elementary charges:
1 C -0.71
2 C -0.77
3 C -0.93
4 C -0.56
5 C -0.47
6 C -0.16
7 C 0.23
8 C 1.03
9 C 0.42
10 C 0.67
11 C -0.77
12 N -0.48
13 N -0.06
14 N -0.69
15 N -0.10
16 N -0.50
17 H 0.35
18 H 0.47
19 H 0.68
20 H 0.21
21 H 0.47
22 H 0.44
23 H 0.92
24 H 0.24
25 H 0.14
26 H 0.46
27 H 0.26
28 H 0.20

C21H29N5O2S | ωB97M-V/def2-TZVPD

Strongest force on any atom   1.0 eV/A
SMILES string   Cc1nn([C@H](C)C(=O)NCCCN2CCCCCC2)c(=O)c2cc3sccc3n12
Orbital gap   8.0353 eV
Energy   -44628.7795 eV
E_LUMO   0.3 eV
HOMO level   -7.73 eV
Energy relative to the best compared isomer or geometry (same formula, charge and spin)   57.1 kJ/mol

ORCA input file:
```
! wB97M-V def2-TZVPD RIJCOSX def2/J DEFGRID3
* xyz 0 1
C 5.461 -2.881 0.093
C 4.518 -1.737 -0.024
N 3.264 -1.964 -0.099
N 2.357 -0.970 -0.197
C 2.693 0.363 -0.223
O 1.855 1.257 -0.280
C 4.115 0.614 -0.167
C 4.806 1.810 -0.193
C 6.159 1.464 -0.100
C 6.272 0.067 -0.015
N 5.011 -0.451 -0.058
C 7.608 -0.381 0.085
C 8.468 0.670 0.073
S 7.707 2.224 -0.056
H 9.537 0.632 0.135
H 7.927 -1.404 0.160
H 4.370 2.783 -0.271
C 0.991 -1.475 -0.317
C 0.283 -0.928 -1.556
H -0.701 -1.384 -1.629
H 0.174 0.152 -1.500
H 0.849 -1.176 -2.451
H 1.108 -2.559 -0.411
C 0.121 -1.253 0.941
O -0.429 -2.194 1.477
N 0.017 0.019 1.338
H 0.479 0.746 0.797
C -0.862 0.436 2.406
H -0.278 0.975 3.160
H -1.273 -0.471 2.855
C -1.984 1.329 1.877
H -2.586 1.682 2.714
H -1.555 2.201 1.380
C -2.879 0.579 0.880
N -3.893 1.462 0.344
C -5.209 1.365 0.921
C -6.033 0.113 0.576
C -6.172 -0.134 -0.925
C -4.861 -0.593 -1.566
C -3.955 0.543 -2.043
H -2.963 0.127 -2.239
H -4.330 0.933 -2.992
C -3.836 1.737 -1.068
H -2.887 2.248 -1.273
H -4.636 2.451 -1.279
H -4.321 -1.213 -0.847
H -5.082 -1.226 -2.430
H -6.535 0.769 -1.421
H -6.925 -0.913 -1.071
H -5.575 -0.766 1.035
H -7.024 0.234 1.019
H -5.099 1.421 2.008
H -5.769 2.250 0.601
H -2.254 0.198 0.070
H -3.323 -0.285 1.386
H 4.891 -3.804 0.108
H 6.148 -2.893 -0.752
H 6.039 -2.799 1.012
*
```

Computed Mulliken charges, given in elementary charges:
1 C -1.37
2 C 0.77
3 N -1.12
4 N 1.00
5 C 0.70
6 O -0.82
7 C 0.31
8 C -0.56
9 C -0.11
10 C 0.42
11 N 0.01
12 C -0.91
13 C -0.40
14 S -0.22
15 H 0.44
16 H 0.34
17 H 0.54
18 C 0.04
19 C -1.38
20 H 0.38
21 H 0.28
22 H 0.45
23 H 0.43
24 C 0.24
25 O -0.70
26 N 0.08
27 H 0.25
28 C -1.01
29 H 0.35
30 H 0.47
31 C -0.60
32 H 0.30
33 H 0.28
34 C -0.45
35 N 0.44
36 C -0.95
37 C -0.50
38 C -0.82
39 C -0.54
40 C -0.36
41 H 0.10
42 H 0.42
43 C -0.92
44 H 0.26
45 H 0.52
46 H 0.15
47 H 0.46
48 H 0.34
49 H 0.38
50 H 0.25
51 H 0.41
52 H 0.26
53 H 0.49
54 H -0.01
55 H 0.25
56 H 0.36
57 H 0.30
58 H 0.30

C9H11O3 | ωB97M-V/def2-TZVPD

Strongest force on any atom   2.4 eV/A
Orbital gap   6.6276 eV
Energy   -15654.9909 eV
E_LUMO   2.9 eV
HOMO level   -3.73 eV
Energy relative to the best compared isomer or geometry (same formula, charge and spin)   126.3 kJ/mol

ORCA input file:
```
! wB97M-V def2-TZVPD RIJCOSX def2/J DEFGRID3
* xyz -1 1
C 1.470 -2.233 0.508
C 0.596 1.362 1.067
C 1.650 2.025 0.412
C 0.532 0.006 1.011
C 1.482 -0.746 0.295
C 2.551 1.324 -0.343
C 2.461 -0.067 -0.394
O 1.687 3.397 0.608
H -0.080 1.962 1.657
H -0.240 -0.539 1.534
H 3.283 1.850 -0.940
H 1.500 3.902 -0.186
H 2.271 -2.785 0.028
H 0.563 -2.667 0.091
H 3.249 -0.587 -0.926
H 1.520 -2.459 1.570
C -3.117 -1.096 -0.987
C -3.959 0.162 -0.604
O -4.654 0.669 -1.507
O -3.854 0.527 0.597
H -3.060 -1.032 -2.084
H -3.750 -1.945 -0.799
H -2.101 -1.028 -0.609
*
```

Computed Mulliken charges, given in elementary charges:
1 C -1.36
2 C -0.38
3 C 0.30
4 C -0.52
5 C 0.59
6 C -0.43
7 C -0.38
8 O -0.56
9 H 0.42
10 H 0.32
11 H 0.38
12 H 0.31
13 H 0.37
14 H 0.29
15 H 0.31
16 H 0.33
17 C -0.53
18 C 0.52
19 O -0.73
20 O -0.74
21 H 0.27
22 H 0.22
23 H 0.00

C5H8O2 | ωB97M-V/def2-TZVPD

Strongest force on any atom   4.5 eV/A
SMILES string   CC=C=O.C=CO
Orbital gap (alpha / beta)   7.3317 / 7.3350 eV
Energy   -9405.3513 eV
E_LUMO (alpha / beta)   -0.4 / -0.4 eV
HOMO level (alpha / beta)   -7.78 / -7.78 eV
Energy relative to the best compared isomer or geometry (same formula, charge and spin)   432.3 kJ/mol

ORCA input file:
```
! wB97M-V def2-TZVPD RIJCOSX def2/J DEFGRID3
* xyz 0 1
C -0.757 0.015 0.933
C -2.224 -0.183 0.872
C 0.155 -0.960 0.626
C 1.328 -0.010 -0.904
C 2.372 0.760 -0.486
O 0.156 0.765 -1.441
O 0.367 -2.130 0.749
H -0.317 0.218 -2.095
H -0.384 1.006 1.163
H 1.527 -0.895 -1.500
H -2.500 -0.888 0.085
H -2.738 0.768 0.709
H -2.576 -0.581 1.832
H 3.395 0.417 -0.567
H 2.196 1.698 0.025
*
```

Computed Mulliken charges, given in elementary charges:
1 C -0.20
2 C -1.10
3 C 0.51
4 C -0.08
5 C -0.61
6 O -0.49
7 O -0.46
8 H 0.32
9 H 0.36
10 H 0.31
11 H 0.31
12 H 0.31
13 H 0.29
14 H 0.27
15 H 0.25